1.
Density functional theory data (ωB97M-V/def2-TZVPD) for a structure of composition C35H53Cl2CrN4O4Si at a distorted geometry.

Structure (XYZ):
```
100
Properties=species:S:1:pos:R:3:forces:R:3
C 5.71178 0.91502 -1.34298 0.160 -0.109 -0.609
C 4.47253 1.73440 -1.17085 -0.840 0.654 0.001
H 6.46447 1.46606 -1.91567 0.051 -0.010 0.166
H 5.53442 -0.02408 -1.87571 0.055 0.447 0.247
H 6.12023 0.67173 -0.34731 -0.154 -0.017 -0.327
C 4.30365 2.92025 -1.79094 0.507 -0.433 0.797
C 5.14404 3.42651 -2.92482 0.206 0.411 -0.262
H 3.61461 3.65899 -1.37873 -0.167 -0.528 -0.382
H 5.18313 2.71812 -3.76638 0.166 0.119 0.290
H 6.17241 3.71772 -2.64123 -0.258 -0.217 -0.114
H 4.66022 4.33154 -3.30393 0.167 0.014 -0.142
Cr -1.93757 -0.57163 -0.38418 0.207 -2.339 0.501
Cl 0.92096 -1.62845 -1.27386 -0.152 -0.514 -0.303
C -3.34189 1.74532 0.59889 0.570 -1.869 -0.748
O -3.49643 0.77119 -0.20043 -1.529 2.802 1.363
N -3.89513 2.93629 0.45838 -0.648 0.548 -0.032
C -4.94999 3.14152 -0.51875 0.176 0.066 -0.095
C -3.69006 3.98867 1.46192 0.006 -0.375 0.266
H -2.69288 1.65878 1.47820 -0.017 0.011 -0.189
H -4.56642 2.98246 -1.53172 -0.214 -0.113 0.135
H -5.26393 4.17712 -0.41140 -0.160 -0.044 -0.251
H -5.80761 2.48835 -0.31979 0.183 0.005 -0.179
H -2.61140 4.17151 1.61979 -0.542 -0.100 -0.057
H -4.16950 3.70041 2.41968 0.332 0.246 -0.392
H -4.18267 4.88534 1.06781 0.363 -0.106 0.304
H -6.23349 -4.23761 -0.24268 -0.055 0.138 -0.129
H -5.06021 -5.44532 1.11635 0.320 0.025 0.062
C -5.45993 -3.62687 -0.71054 0.106 0.004 -0.036
C -4.08830 -5.22247 0.66119 0.192 0.037 -0.102
N -4.20357 -3.94966 -0.04605 -0.124 -0.414 -0.026
H -5.67757 -2.56137 -0.56740 0.049 -0.299 -0.184
C -3.16633 -3.12999 -0.17400 0.165 1.836 -1.000
O -3.27009 -2.03427 -0.81398 -0.119 -2.733 1.257
H -3.32170 -5.11759 1.44011 -0.252 -0.159 -0.188
H -2.21426 -3.45349 0.29199 -0.464 0.284 -0.088
H -5.40661 -3.86435 -1.78807 -0.065 0.205 0.401
H -3.81904 -6.06308 -0.00526 -0.097 0.386 0.187
H 1.35354 0.13852 -3.10596 -0.237 0.023 -0.111
H 0.57359 2.93678 -3.63213 -0.211 -0.221 -0.009
C 0.60473 0.13148 -3.90947 0.097 -0.027 0.000
C -0.26121 2.43145 -4.13918 0.012 -0.129 0.117
N -0.46983 1.07903 -3.64330 -0.695 0.052 0.288
H 0.19722 -0.87736 -4.01416 0.108 0.200 0.106
C -1.55455 0.77799 -2.91371 0.354 -1.220 0.723
O -1.82153 -0.36587 -2.43929 0.464 1.971 -1.707
H -1.17377 3.01232 -3.99708 0.120 0.024 -0.035
H -2.20909 1.64895 -2.71044 0.136 -0.376 -0.141
H 1.07855 0.45715 -4.83775 -0.005 -0.191 -0.047
H -0.01933 2.36866 -5.20462 -0.117 0.150 0.059
O 3.11247 -0.16338 -0.58910 -0.512 0.489 -0.663
C 3.45586 1.08810 -0.18906 0.985 -0.147 0.414
C 1.59064 2.88589 -0.60779 -0.054 0.239 0.345
C 2.35563 2.08123 0.25210 0.326 0.215 0.176
H 1.66258 2.74800 -1.68430 -0.030 -0.118 0.247
C 0.75300 3.89109 -0.10907 0.343 -0.310 0.030
H 4.07676 0.95902 0.72821 0.022 0.384 0.354
C 2.22279 2.28349 1.63148 -0.190 0.627 0.166
H 0.17188 4.51887 -0.78385 0.094 -0.173 0.026
C 0.64583 4.08873 1.26302 0.127 -0.157 0.616
C 1.38309 3.29043 2.14548 0.167 -0.508 -0.127
H 2.83346 1.68144 2.32317 -0.355 0.256 -0.393
H -0.02185 4.84443 1.68195 0.168 -0.052 -0.229
H 1.32420 3.42677 3.24027 -0.085 0.000 -0.703
Si 2.80479 -2.57376 -1.20596 0.118 -0.507 -0.080
Cl -0.58301 1.03938 -0.08784 1.381 2.283 0.061
C 2.66844 -3.38785 -2.93836 -0.061 0.071 -0.038
C 2.39395 -3.92338 0.05828 -0.038 -0.129 0.151
C 4.65480 -2.26748 -1.03063 0.355 -0.270 -0.065
H 2.52018 -2.62855 -3.72002 0.040 -0.113 0.147
H 1.79614 -4.05726 -2.96257 0.122 0.222 0.022
H 3.54737 -3.97992 -3.21354 0.045 0.056 0.084
H 5.02298 -1.54769 -1.77233 -0.276 -0.445 0.443
H 5.18372 -3.22287 -1.23417 -0.368 0.132 0.067
H 4.92788 -1.95240 -0.01172 -0.142 0.117 -0.452
H 1.69917 -3.57207 0.82722 0.124 -0.070 -0.234
H 3.26653 -4.33645 0.57651 0.023 0.104 -0.106
H 1.90551 -4.75166 -0.46723 -0.017 0.039 -0.022
C 2.06847 -2.71313 3.30081 -0.066 -0.146 -0.100
C 2.14658 -1.62685 2.41921 -0.157 -0.429 0.084
C 1.01299 -1.22072 1.73462 -0.426 0.160 0.148
C -0.23765 -1.84797 1.95276 0.862 0.338 0.631
C -0.26203 -3.02310 2.72951 0.017 0.641 -0.096
C 0.86910 -3.42897 3.42777 0.509 0.079 -0.021
N -1.44704 -1.24348 1.58268 -1.308 -0.742 -0.231
C -2.04309 -0.48131 2.58605 0.092 -0.508 -0.709
C -3.45520 -0.48851 2.75620 0.513 0.087 0.129
C -4.04371 0.38025 3.66577 -0.090 0.044 -0.054
C -3.26158 1.30198 4.37031 -0.296 0.382 0.221
C -1.87325 1.32701 4.20302 -0.115 -0.575 0.043
C -1.26780 0.38909 3.37597 -0.102 0.313 0.263
H 2.96271 -3.02932 3.83639 -0.215 0.003 -0.006
H 3.08767 -1.10286 2.23586 -0.234 -0.154 0.094
H 1.06075 -0.36845 1.05900 0.028 -0.219 0.305
H -1.21926 -3.52866 2.84502 0.101 0.035 0.111
H 0.80743 -4.29509 4.08870 0.109 0.160 -0.161
H -4.04462 -1.19012 2.16200 0.144 0.207 0.153
H -5.12986 0.34036 3.83021 0.466 0.079 -0.071
H -3.73991 1.98978 5.07223 0.125 -0.154 -0.210
H -1.25429 2.04508 4.74285 -0.198 -0.154 -0.067
H -0.18536 0.33674 3.28235 -0.218 0.201 -0.079
```
Forces are in eV/Å.

LUMO level (spin up / spin down): 2.15 / 2.14 eV
DFT total energy: -112651.860 eV
largest force on an atom: 0.067 Eh/bohr
net charge: -1
frontier orbital gap (spin up / spin down): 5.5 / 6.0 eV
spin multiplicity: 5


2.
Density functional theory data (ωB97M-V/def2-TZVPD) for an isolated molecule of C8H12O2S at a distorted geometry.

Structure (XYZ):
```
23
Properties=species:S:1:pos:R:3:forces:R:3
C -1.37457 0.21447 0.33778 2.022 -0.305 -1.397
C -0.04829 -0.49704 -0.10546 0.219 -0.363 3.486
C 0.01672 -1.92545 0.46389 -1.331 -0.381 -3.286
C 0.16192 -0.33553 -1.53979 -0.543 1.262 -0.992
C 1.09670 0.21755 0.68080 3.654 -1.405 -1.259
C 1.26382 1.65556 0.42245 -1.888 2.951 -1.431
O 2.63646 2.09452 0.26501 -1.639 0.938 0.414
C 3.41833 1.09200 0.13579 4.379 -0.828 -1.025
O 4.62258 1.16945 0.02140 -0.104 0.628 0.135
C 2.79741 -0.19717 0.09719 -5.430 -1.610 1.810
S 3.27316 -1.68484 -0.12690 0.943 0.208 -0.314
H -2.16685 0.10139 -0.37510 -0.512 -0.223 -0.191
H -1.12113 1.23798 0.45235 -0.198 1.286 -0.292
H -1.59965 -0.08289 1.30140 -0.968 -0.970 1.882
H 0.08377 -1.97958 1.46080 -0.258 0.518 4.068
H -0.73967 -2.64730 0.18853 -1.091 0.398 -0.336
H 0.83933 -2.51635 0.22111 1.953 -0.265 -1.106
H 1.12229 -0.66578 -1.85411 0.667 -0.517 -0.458
H 0.10651 0.75585 -1.73651 -0.091 -0.682 -0.412
H -0.63943 -0.82278 -2.07329 -0.108 -0.179 -0.469
H 1.19790 -0.01633 1.77194 -0.489 0.063 -0.945
H 0.70516 2.06051 -0.54357 1.090 -0.940 2.093
H 0.91684 2.22844 1.27146 -0.280 0.414 0.027
```
Forces are in eV/Å.

LUMO level: -1.30 eV
DFT total energy: -23418.161 eV
energy relative to the best compared isomer or geometry (same formula, charge and spin): 26.4 kcal per mole
largest force on an atom: 0.116 Eh/bohr
net charge: 0
SMILES string: CC(C)(C)[C@@H]1COC(=O)C1=S
frontier orbital gap: 7.4 eV
spin multiplicity: 1


3.
Density functional theory data (ωB97M-V/def2-TZVPD) for a structure of composition C28H37CrGeIN5O4 at a distorted geometry.

Structure (XYZ):
```
77
Properties=species:S:1:pos:R:3:forces:R:3
Cr -0.22978 -0.46748 -1.36261 -0.316 -0.749 -1.037
N -2.32323 -0.48148 -0.30105 0.245 0.009 0.358
C -2.31095 0.73328 0.54217 0.044 -0.043 -0.009
C -2.99327 0.47805 1.90421 0.076 -0.012 0.045
C -2.92499 1.57297 2.97401 -0.016 0.017 -0.051
C -3.70679 2.85423 2.70755 -0.012 0.006 0.036
N -5.15106 2.63176 2.85222 0.003 -0.005 -0.013
C -6.05809 3.60555 2.94488 -0.007 -0.012 -0.016
N -7.33751 3.30871 3.16059 0.008 0.004 0.005
N -5.69238 4.87522 2.79668 0.001 0.009 0.025
C -0.89061 1.28214 0.72185 -0.059 -0.440 -0.110
O -0.69343 2.38280 1.13510 0.067 0.123 0.005
O 0.11394 0.40604 0.38640 -0.086 0.898 0.442
H -3.23611 -0.61496 -0.72243 0.031 0.058 -0.094
H -2.17361 -1.29332 0.29619 -0.110 -0.042 -0.031
H -2.82560 1.51768 -0.01470 -0.049 0.026 0.059
H -2.52439 -0.41346 2.33334 -0.021 -0.013 0.000
H -4.02863 0.19491 1.69224 -0.004 0.013 -0.018
H -1.88860 1.86101 3.13766 0.001 0.009 0.021
H -3.26916 1.14942 3.92101 -0.002 -0.017 -0.008
H -3.48866 3.25099 1.71301 -0.013 -0.004 -0.005
H -3.39096 3.59487 3.44590 0.016 0.003 -0.007
H -5.46294 1.69524 3.05410 0.001 0.002 0.018
H -7.64461 2.35956 3.28896 -0.004 0.001 0.001
H -8.03049 4.03041 3.27277 -0.002 -0.001 -0.002
H -4.72530 5.13559 2.71529 0.000 -0.002 -0.019
H -6.36067 5.62153 2.89944 0.000 0.000 -0.005
Ge 1.97233 1.10760 0.39422 0.159 -0.017 0.621
C 2.93519 -0.41513 1.05419 0.102 0.089 -0.149
C 3.46833 -1.39473 0.21364 0.033 -0.004 -0.041
C 4.28086 -2.39481 0.72724 -0.046 0.000 -0.026
C 4.57635 -2.41617 2.08452 -0.012 0.017 0.039
C 4.06204 -1.43924 2.92866 -0.027 -0.073 -0.010
C 3.24444 -0.44236 2.41615 -0.104 -0.032 0.006
C 2.37550 1.80417 -1.35359 -0.128 -0.035 0.075
C 2.60042 3.18061 -1.41769 0.004 -0.016 -0.098
C 3.03992 3.76212 -2.60232 -0.047 0.012 -0.008
C 3.22728 2.97831 -3.73192 0.005 -0.004 0.008
C 2.99224 1.60787 -3.67991 -0.049 -0.002 -0.033
C 2.57720 1.02253 -2.49383 0.066 -0.014 0.060
H 1.78103 2.19378 1.43518 0.186 0.038 -0.005
H 3.26486 -1.38255 -0.85149 0.052 0.018 0.004
H 4.69661 -3.14640 0.06859 -0.005 0.001 0.000
H 5.22120 -3.18788 2.48401 0.014 0.012 -0.001
H 4.30873 -1.44777 3.98181 -0.006 -0.003 0.001
H 2.84998 0.31472 3.08446 0.051 0.031 -0.007
H 2.46042 3.80198 -0.54051 0.015 -0.001 0.005
H 3.25065 4.82306 -2.63647 -0.008 0.000 -0.004
H 3.57731 3.43033 -4.65075 0.021 -0.004 0.006
H 3.16530 0.99547 -4.55579 0.008 -0.004 0.003
H 2.44711 -0.05560 -2.45886 0.023 -0.001 -0.012
N -0.44024 3.07359 -3.58586 -0.079 0.011 0.012
C -0.69165 1.81274 -3.29757 0.193 0.057 -0.036
O -0.59826 1.40018 -2.12192 -0.176 -0.228 0.026
C -1.12983 0.92833 -4.43831 0.008 -0.075 0.053
I -0.51489 -1.09057 -4.12915 0.007 0.059 0.071
H -0.14012 3.69765 -2.84952 0.025 -0.008 -0.003
H -0.50791 3.43483 -4.52409 0.017 0.002 -0.001
H -0.73093 1.25149 -5.39509 0.001 -0.008 -0.005
H -2.21755 0.91176 -4.48110 -0.001 0.003 -0.028
C 0.68445 -2.90955 1.38091 -0.036 -0.030 -0.010
C 0.83538 -3.16343 -0.08373 -0.001 -0.014 0.068
O 0.38464 -2.33168 -0.90525 -0.034 0.333 -0.177
C 1.47541 -4.37624 -0.56390 -0.042 0.027 0.005
C 1.99026 -5.31722 0.33730 0.007 -0.004 0.013
C 2.58939 -6.47063 -0.13231 0.003 0.004 0.000
C 2.68014 -6.69378 -1.50097 0.001 -0.007 0.008
C 2.17670 -5.76396 -2.40650 0.005 0.013 -0.016
C 1.57711 -4.61210 -1.94168 0.022 -0.008 -0.006
H 0.23333 -1.93530 1.54831 -0.003 0.010 0.007
H 1.65747 -2.94027 1.87398 0.004 0.015 0.001
H 0.06741 -3.69266 1.82702 0.000 0.003 -0.004
H 1.92829 -5.15176 1.40429 -0.008 -0.008 -0.003
H 2.98438 -7.19806 0.56304 -0.004 0.000 0.001
H 3.14436 -7.60027 -1.86654 0.007 0.005 0.001
H 2.25548 -5.94881 -3.46890 -0.008 0.000 0.002
H 1.17975 -3.88545 -2.63679 -0.005 0.002 -0.004
```
Forces are in eV/Å.

LUMO level (spin up / spin down): -7.35 / -7.40 eV
DFT total energy: -138296.350 eV
energy relative to the best compared isomer or geometry (same formula, charge and spin): 0.0 kcal per mole
largest force on an atom: 0.026 Eh/bohr
net charge: +3
frontier orbital gap (spin up / spin down): 8.5 / 8.5 eV
spin multiplicity: 5